No. 1
Computed, not measured: a 2-piece molecular cluster, C3H3N2OS2 overall, with ωB97M-V/def2-TZVPD.

Properties
molar mass = 147.204 g/mol
gap between HOMO and LUMO = 7.195 eV
highest occupied orbital energy = -0.156 Eh

Structure (ORCA input):
```
! RIJCOSX wB97M-V def2-TZVPD def2/J DEFGRID3
* xyz -1 1
S 2.349 0.987 -0.192
S -0.957 2.766 -0.189
O 2.601 -1.684 -0.153
N -0.447 1.152 -0.154
N 0.246 -2.122 -0.104
C 0.789 0.981 -0.144
C 1.428 -1.963 -0.172
C -1.343 0.117 0.219
H -0.909 -0.802 0.067
H -2.213 0.402 -0.374
H -1.546 0.166 1.196
*
```

=====

No. 2
Computed, not measured: one molecule with the formula C3H3N3, with ωB97M-V/def2-TZVPD.

Properties
molar mass = 81.078 g/mol
gap between HOMO and LUMO = 7.434 eV
highest occupied orbital energy = -0.292 Eh

Structure (ORCA input):
```
! RIJCOSX wB97M-V def2-TZVPD def2/J DEFGRID3
* xyz 0 1
N -0.684 -0.194 -0.203
N 2.656 -0.949 -0.517
N -1.514 2.214 -0.377
C 0.551 -0.085 0.649
C -1.159 1.120 -0.326
C 1.696 -0.573 0.037
H -1.423 -0.811 0.172
H 0.316 -0.151 1.697
H -0.438 -0.570 -1.130
*
```

=====

No. 3
Computed, not measured: a 2-piece molecular cluster, C3H3N3 overall, with ωB97M-V/def2-TZVPD.

Properties
molar mass = 81.078 g/mol
gap between HOMO and LUMO (spin up / spin down) = 7.532 / 7.180 eV
highest occupied orbital energy (spin up / spin down) = -0.244 / -0.356 Eh

Structure (ORCA input):
```
! RIJCOSX wB97M-V def2-TZVPD def2/J DEFGRID3
* xyz 0 3
N 2.520 -0.913 -0.105
N 3.056 0.015 0.146
N 1.051 1.450 -0.212
C 0.047 0.741 0.042
C -0.998 0.020 0.191
C -2.043 -0.755 0.395
H -2.333 -0.944 1.373
H 1.115 1.580 -1.275
H -2.416 -1.194 -0.554
*
```

=====

No. 4
Computed, not measured: a 3-piece molecular cluster, C3H3N3O overall, with ωB97M-V/def2-TZVPD.

Properties
molar mass = 97.077 g/mol
gap between HOMO and LUMO = 8.744 eV
highest occupied orbital energy = -0.313 Eh

Structure (ORCA input):
```
! RIJCOSX wB97M-V def2-TZVPD def2/J DEFGRID3
* xyz 0 1
O -1.859 1.970 -0.551
N 2.404 0.530 0.940
N -1.164 -2.037 0.655
N 1.373 0.822 0.574
C 0.128 -0.232 -0.561
C -0.824 1.709 -0.143
C -0.480 -1.217 0.036
H 0.594 1.650 0.555
H 0.467 -0.293 -1.589
H -0.641 -2.754 1.155
*
```

=====

No. 5
Computed, not measured: one molecule with the formula C3H3N3O, with ωB97M-V/def2-TZVPD.

Properties
molar mass = 97.077 g/mol
SMILES string = Oc1cnncn1
gap between HOMO and LUMO = 9.826 eV
highest occupied orbital energy = -0.359 Eh

Structure (ORCA input):
```
! RIJCOSX wB97M-V def2-TZVPD def2/J DEFGRID3
* xyz 0 1
O -2.154 0.206 0.029
N 1.919 -0.066 -0.076
N -0.333 -1.114 -0.019
N 1.370 1.127 -0.068
C 1.073 -1.086 0.020
C 0.024 1.211 -0.006
C -0.845 0.039 -0.078
H -2.660 -0.664 -0.405
H 1.713 -1.943 0.282
H -0.109 2.291 0.319
*
```

=====

No. 6
Computed, not measured: one molecule with the formula C3H3N3O, with ωB97M-V/def2-TZVPD.

Properties
molar mass = 97.077 g/mol
gap between HOMO and LUMO = 9.178 eV
highest occupied orbital energy = -0.320 Eh

Structure (ORCA input):
```
! RIJCOSX wB97M-V def2-TZVPD def2/J DEFGRID3
* xyz 0 1
O 2.163 -1.887 0.129
N -0.568 0.394 -0.908
N -0.600 1.554 -0.454
N 0.116 -1.239 0.671
C -0.803 -0.631 0.055
C -0.468 2.670 -0.100
C 1.418 -1.088 0.880
H 1.628 -2.399 -0.509
H -1.841 -0.938 0.189
H -1.045 3.563 0.047
*
```

=====

- What is the molar mass in the second record?
  81.078 g/mol